No. 1
{
  "formula": "C29H47BBrGeMnN7",
  "method": "wB97M-V/def2-TZVPD",
  "spin_multiplicity": 5,
  "e_homo_ev": [-17.1, -17.1],
  "charge": 3,
  "symbols": ["Mn", "C", "C", "C", "C", "C", "N", "N", "B", "N", "N", "C", "C", "C", "C", "C", "N", "N", "C", "C", "C", "C", "C", "H", "H", "H", "H", "H", "H", "H", "H", "H", "H", "H", "H", "H", "H", "H", "H", "H", "H", "H", "H", "H", "H", "C", "C", "C", "C", "C", "Br", "N", "C", "H", "H", "H", "H", "H", "H", "C", "C", "C", "C", "Ge", "C", "C", "C", "C", "H", "H", "H", "H", "H", "H", "H", "H", "H", "H", "H", "H", "H", "H", "H", "H", "H", "H", "H"],
  "coordinates": [[-2.0232, -0.2549, 1.4887], [-3.7162, 0.6565, -1.5461], [-2.5089, 1.4003, -1.0606], [-1.8561, 2.4801, -1.6392], [-0.9040, 2.9075, -0.7214], [0.0473, 4.0628, -0.8192], [-0.9585, 2.1002, 0.3479], [-1.9326, 1.1688, 0.1322], [-0.3764, 2.3096, 1.7830], [-1.5857, 2.2553, 2.7588], [-2.3953, 1.1563, 2.7406], [-3.4485, 1.3798, 3.5770], [-4.5951, 0.4338, 3.7553], [-3.2566, 2.6126, 4.1576], [-2.0847, 3.1409, 3.6180], [-1.4349, 4.4637, 3.8863], [0.5422, 1.1153, 2.1290], [0.1183, -0.1398, 1.8108], [0.9949, -0.9982, 2.3769], [0.8416, -2.4883, 2.2499], [1.9768, -0.2810, 3.0483], [1.6516, 1.0592, 2.8828], [2.3502, 2.2726, 3.4177], [-3.5623, 0.2491, -2.5456], [-4.5615, 1.3438, -1.6085], [-4.0057, -0.1494, -0.8781], [-2.0824, 2.9347, -2.5960], [0.2370, 4.2931, -1.8673], [0.9958, 3.8563, -0.3221], [-0.3805, 4.9578, -0.3605], [0.1913, 3.3610, 1.8637], [-4.8588, -0.0775, 2.8312], [-5.4734, 0.9870, 4.0764], [-4.3882, -0.3119, 4.5230], [-3.9041, 3.0910, 4.8795], [-1.9603, 4.9733, 4.6885], [-1.4629, 5.1015, 3.0008], [-0.3899, 4.3459, 4.1771], [0.3212, -2.7665, 1.3309], [0.2830, -2.8986, 3.0906], [1.8153, -2.9785, 2.2570], [2.8207, -0.6780, 3.5990], [3.3838, 2.0316, 3.6570], [1.8733, 2.6130, 4.3410], [2.3358, 3.1041, 2.7101], [-2.3166, -3.4158, -3.1818], [-2.4322, -3.2445, -1.6879], [-2.9788, -4.2315, -0.8661], [-3.1033, -4.0465, 0.5079], [-2.6607, -2.8530, 0.9841], [-2.7086, -2.3539, 2.8214], [-2.1396, -1.8787, 0.2476], [-2.0201, -2.0739, -1.0782], [-2.2966, -4.4682, -3.4599], [-1.4190, -2.9350, -3.5743], [-3.1780, -2.9631, -3.6789], [-3.3139, -5.1693, -1.3024], [-3.5263, -4.8010, 1.1598], [-1.5786, -1.2618, -1.6437], [3.4682, 1.0223, -2.9738], [4.4950, 1.4147, -1.9256], [4.7077, 0.3188, -0.8879], [3.4909, 0.1135, 0.0387], [1.9492, -0.6234, -0.8130], [1.8078, -2.4605, -1.3629], [2.4790, -2.8167, -2.7038], [1.7402, -2.2477, -3.9136], [2.4245, -2.5869, -5.2342], [3.2474, 1.8235, -3.6825], [2.4651, 0.7913, -2.5317], [3.8000, 0.1531, -3.5427], [4.2115, 2.3488, -1.4291], [5.4407, 1.6074, -2.4354], [5.5465, 0.5748, -0.2403], [4.9809, -0.6146, -1.3871], [3.1718, 1.0487, 0.4956], [3.7285, -0.5944, 0.8338], [0.6711, 0.1941, -0.9041], [0.7427, -2.6939, -1.4000], [2.2537, -3.0097, -0.5275], [2.4801, -3.9052, -2.7854], [3.5298, -2.5133, -2.6983], [1.6436, -1.1696, -3.8223], [0.7138, -2.6397, -3.9148], [3.4671, -2.2543, -5.2373], [1.9190, -2.1162, -6.0785], [2.4229, -3.6648, -5.4058]],
  "lowdin_spin": [3.84, 0.00, 0.01, 0.01, 0.02, 0.00, 0.00, -0.03, 0.00, 0.00, -0.03, 0.01, 0.00, 0.01, 0.02, 0.00, 0.01, 0.06, 0.01, 0.00, 0.01, 0.01, 0.00, 0.00, 0.00, 0.00, 0.00, 0.00, 0.00, 0.00, 0.00, 0.00, 0.00, 0.00, 0.00, 0.00, 0.00, 0.00, 0.00, 0.00, 0.00, 0.00, 0.00, 0.00, 0.00, 0.00, 0.00, 0.01, 0.00, 0.01, 0.01, -0.01, 0.01, 0.00, 0.00, 0.00, 0.00, 0.00, 0.00, 0.00, 0.00, 0.00, 0.00, 0.00, 0.00, 0.00, 0.00, 0.00, 0.00, 0.00, 0.00, 0.00, 0.00, 0.00, 0.00, 0.00, 0.00, 0.00, 0.00, 0.00, 0.00, 0.00, 0.00, 0.00, 0.00, 0.00, 0.00]
}



No. 2
{
  "formula": "C5H10O4",
  "method": "wB97M-V/def2-TZVPD",
  "de_lowest_kcal_mol": 65.3,
  "e_homo_ev": -9.2,
  "smiles": "C[C@@H](C=O)C(O)(O)CO",
  "charge": 0,
  "symbols": ["C", "C", "C", "O", "C", "O", "O", "C", "O", "H", "H", "H", "H", "H", "H", "H", "H", "H", "H"],
  "coordinates": [[0.0776, 1.2206, -1.4166], [0.7617, 0.6677, -0.1840], [0.6819, 1.9530, 0.9687], [1.6305, 2.6028, 1.3589], [0.3534, -0.5555, 0.5340], [-0.2444, -0.4567, 1.7814], [1.4387, -1.4155, 0.6699], [-0.8337, -1.3498, -0.5115], [-1.6390, -2.1621, 0.3689], [0.1199, 0.5170, -2.2524], [0.5975, 2.1160, -1.7722], [-0.9586, 1.5011, -1.2050], [1.8372, 0.6385, -0.3838], [-0.3530, 2.3191, 1.1711], [-1.0072, -1.0814, 1.7593], [1.8205, -1.2531, 1.5482], [-1.5648, -0.7917, -1.1006], [-0.3060, -2.0273, -1.1870], [-2.4119, -2.4428, -0.1474]],
  "nbo_charge": [-0.62, -0.35, 0.46, -0.52, 0.53, -0.74, -0.72, -0.13, -0.76, 0.22, 0.23, 0.21, 0.24, 0.11, 0.51, 0.49, 0.17, 0.18, 0.48]
}



No. 3
{
  "formula": "C2H7S3",
  "method": "wB97M-V/def2-TZVPD",
  "de_lowest_kcal_mol": 7.5,
  "e_homo_ev": -2.4,
  "charge": -1,
  "symbols": ["C", "S", "H", "H", "H", "C", "S", "S", "H", "H", "H", "H"],
  "coordinates": [[-1.8216, -1.7830, 0.4462], [-0.5750, -2.0419, -0.8449], [-1.7750, -0.7277, 0.7165], [-1.5850, -2.3472, 1.3494], [-2.8467, -2.0073, 0.1559], [1.9164, 1.6451, 0.3185], [1.5656, 1.2561, -1.4565], [-0.4491, 1.4896, -1.5975], [2.2838, 0.7515, 0.8237], [2.6958, 2.4115, 0.3171], [1.0308, 2.0330, 0.8072], [-0.4402, -0.6797, -1.0358]],
  "nbo_charge": [-0.74, -0.17, 0.23, 0.19, 0.19, -0.75, -0.05, -0.70, 0.19, 0.19, 0.22, 0.19]
}



No. 4
{
  "formula": "C14H25I2LuOP2",
  "method": "wB97M-V/def2-TZVPD",
  "e_homo_ev": -13.6,
  "charge": 2,
  "symbols": ["I", "I", "Lu", "P", "C", "C", "H", "H", "H", "H", "H", "H", "C", "H", "H", "H", "P", "C", "C", "H", "H", "H", "C", "H", "H", "H", "H", "H", "H", "C", "O", "C", "C", "C", "C", "C", "C", "C", "H", "H", "H", "H", "H", "H", "H"],
  "coordinates": [[-2.0842, 6.1342, -4.1990], [0.2049, 5.5460, -5.4954], [-0.1952, 0.6690, -0.6789], [1.0513, 2.2262, 0.8205], [1.2158, 3.8943, 0.3699], [0.2245, 2.0972, 2.3892], [0.8688, 2.6210, 3.1004], [3.1518, 2.0420, 1.7934], [0.0862, 1.0524, 2.6978], [2.5929, 0.4156, 1.2613], [0.2358, 4.3876, 0.2749], [-0.7649, 2.5834, 2.3513], [2.6563, 1.4821, 0.9935], [1.7927, 4.3634, 1.1712], [3.2356, 1.5736, 0.0595], [1.7464, 4.0059, -0.5889], [-1.5100, -0.6833, -2.3508], [-2.1282, 0.0799, -3.7699], [-0.4099, -2.0164, -2.7960], [-2.4858, -1.8744, -0.4764], [-3.3048, -2.1296, -2.0584], [-3.5782, -0.6169, -1.1254], [-2.8425, -1.3929, -1.3983], [0.0215, -2.5144, -1.9123], [-1.0251, -2.7196, -3.3639], [-2.6479, -0.7043, -4.3270], [-1.3211, 0.5062, -4.3853], [0.4160, -1.6437, -3.4257], [-2.8303, 0.8907, -3.5198], [-0.5345, 2.3878, -2.0062], [-0.7099, 3.3437, -2.7434], [-0.3889, -0.9542, 0.9046], [0.3241, -1.8521, 1.8231], [-0.0406, -3.2283, 1.7887], [0.5263, -4.1510, 2.6302], [1.5122, -3.7539, 3.5538], [1.8824, -2.4116, 3.5953], [1.3053, -1.4906, 2.7527], [-0.4263, -1.5772, -0.0375], [-1.4337, -0.8218, 1.2411], [-0.8248, -3.5640, 1.0844], [0.2196, -5.2070, 2.6012], [1.9632, -4.4838, 4.2249], [2.6435, -2.0901, 4.3273], [1.6101, -0.4210, 2.8486]],
  "lowdin_charge": [0.07, 0.06, 1.33, 0.61, -0.27, -0.23, 0.08, 0.08, 0.04, 0.04, 0.07, 0.08, -0.23, 0.07, 0.07, 0.07, 0.61, -0.27, -0.23, 0.04, 0.08, 0.08, -0.23, 0.06, 0.08, 0.08, 0.08, 0.07, 0.08, -0.08, 0.00, -0.33, -0.33, -0.06, -0.07, -0.05, -0.08, -0.08, -0.02, 0.07, 0.12, 0.12, 0.12, 0.12, 0.09]
}



No. 5
{
  "formula": "C3H3ClF2",
  "method": "wB97M-V/def2-TZVPD",
  "de_lowest_kcal_mol": 18.2,
  "e_homo_ev": -10.2,
  "smiles": "C=C(F)[C@@H](F)Cl",
  "charge": 0,
  "symbols": ["C", "C", "F", "C", "F", "Cl", "H", "H", "H"],
  "coordinates": [[1.2767, 0.1375, -0.6193], [0.2900, -0.4259, 0.0177], [0.3508, -1.6425, 0.3969], [-0.9606, 0.2818, 0.4867], [-0.7570, 1.5977, 0.1984], [-2.3210, -0.6144, -0.3213], [1.2147, 1.1765, -0.9502], [2.0468, -0.6441, -0.7436], [-1.1404, 0.1334, 1.5348]],
  "nbo_charge": [-0.49, 0.35, -0.30, 0.17, -0.32, -0.06, 0.24, 0.23, 0.19]
}



Number 1: E_tot -199799.75495 eV, largest force on an atom 1.2 eV Å⁻¹. Number 2: E_tot -13535.05992 eV, largest force on an atom 5.3 eV Å⁻¹. Number 3: E_tot -34694.49834 eV, largest force on an atom 0.9 eV Å⁻¹. Number 4: E_tot -85352.19726 eV, largest force on an atom 12.8 eV Å⁻¹. Number 5: E_tot -21115.76809 eV, largest force on an atom 3.4 eV Å⁻¹.